90
Properties=species:S:1:pos:R:3:forces:R:3 method="wB97M-V/def2-TZVPD" charge=-2 homo_lumo_gap_ev="4.8 / 4.8" de_lowest_kcal_mol=11.4 homo_energy_ev="-0.6 / -0.6"
Ti -0.2055 -0.1414 1.1991 -0.1 0.0 0.6
C 3.8247 1.4066 4.3124 0.0 0.0 0.0
C 3.8955 0.0443 4.0334 0.0 0.0 0.0
C 3.2607 -0.4858 2.9251 0.0 0.0 0.0
C 2.5291 0.3368 2.0538 0.0 0.1 -0.2
C 2.4797 1.7052 2.3348 0.0 0.0 0.0
C 3.1102 2.2288 3.4541 0.0 0.0 0.0
N 1.7941 -0.1776 0.9770 0.1 -0.3 0.1
C 2.3005 -1.3077 0.3081 0.0 0.0 0.0
C 3.6272 -1.5264 -0.0270 0.0 0.0 0.0
C 3.9856 -2.6795 -0.7236 0.0 0.0 0.0
C 3.0136 -3.5998 -1.0902 0.0 0.0 0.0
C 1.6772 -3.3864 -0.7674 0.0 0.0 0.0
C 1.3217 -2.2422 -0.0676 0.0 0.0 0.0
N 0.0439 -1.8747 0.3349 0.0 -0.1 -0.1
N -0.9444 -2.8098 0.1174 0.0 0.0 0.0
C -2.0711 -2.3183 0.5347 0.1 0.0 0.0
C -3.3177 -3.0307 0.4367 0.0 0.0 0.0
C -4.4588 -2.4547 0.8741 0.0 0.0 0.0
C -4.4292 -1.1398 1.4389 0.0 0.0 0.0
C -3.2301 -0.5038 1.5159 0.0 0.0 0.0
N -2.0617 -1.0468 1.0910 -0.1 0.0 -0.1
H 4.3100 1.8136 5.1914 0.0 0.0 0.0
H 4.4314 -0.6176 4.7047 0.0 0.0 0.0
H 3.2935 -1.5500 2.7307 0.0 0.0 0.0
H 1.9222 2.3467 1.6622 0.0 0.0 0.0
H 3.0396 3.2917 3.6568 0.0 0.0 0.0
H 4.3749 -0.7934 0.2535 0.0 0.0 0.0
H 5.0221 -2.8434 -0.9955 0.0 0.0 0.0
H 3.2923 -4.4845 -1.6514 0.0 0.0 0.0
H 0.9009 -4.0755 -1.0671 0.0 0.0 0.0
H -3.2976 -4.0156 -0.0096 0.0 0.0 0.0
H -5.4021 -2.9828 0.7896 0.0 0.0 0.0
H -5.3296 -0.6552 1.7895 0.0 0.0 0.0
H -3.1534 0.4954 1.9324 0.0 0.0 0.0
C -1.6379 2.7657 -1.6166 0.1 0.0 0.0
C -1.2453 2.3212 -0.2333 -0.1 0.1 -0.1
O -0.7104 1.1680 -0.1636 0.0 0.0 0.0
C -1.4836 3.1227 0.8704 0.0 -0.1 0.0
C -1.1758 2.7405 2.1991 0.0 0.0 0.0
C -1.3912 3.7535 3.2902 0.0 0.0 0.0
N -0.7066 1.5512 2.4976 -0.1 0.1 0.0
N -0.4167 1.3737 3.8569 -0.1 0.0 0.0
C -0.0421 0.1478 4.0425 0.0 0.1 -0.2
O -0.0125 -0.7425 3.1033 0.1 -0.1 0.1
C 0.4019 -0.2624 5.4001 0.0 0.0 0.0
C 0.5947 0.6752 6.4119 0.0 0.0 0.0
C 1.0428 0.2727 7.6593 0.0 0.0 0.0
C 1.3044 -1.0700 7.9101 0.0 0.0 0.0
C 1.1161 -2.0053 6.9025 0.0 0.0 0.0
C 0.6696 -1.6031 5.6510 0.0 0.0 0.0
H -2.6955 2.5390 -1.7726 0.0 0.0 0.0
H -1.0666 2.1990 -2.3534 0.0 0.0 0.0
H -1.4940 3.8383 -1.7520 0.0 0.0 0.0
H -1.9135 4.1011 0.7085 0.0 0.0 0.0
H -1.8580 4.6512 2.8875 0.0 0.0 0.0
H -0.4347 4.0094 3.7488 0.0 0.0 0.0
H -2.0069 3.3318 4.0842 0.0 0.0 0.0
H 0.4005 1.7162 6.1916 0.0 0.0 0.0
H 1.1987 1.0090 8.4393 0.0 0.0 0.0
H 1.6608 -1.3826 8.8847 0.0 0.0 0.0
H 1.3249 -3.0521 7.0882 0.0 0.0 0.0
H 0.5347 -2.3126 4.8454 0.0 0.0 0.0
C -2.7139 0.6948 -5.8596 0.0 0.0 0.0
Si -2.1908 -0.7029 -4.6756 0.0 0.0 0.0
C -3.4182 -0.5911 -3.2349 0.0 0.0 0.0
C -2.6853 -2.2872 -5.6061 0.0 0.0 0.0
As -0.0529 -0.7568 -3.8514 0.0 0.1 0.0
Si 1.0190 0.6210 -5.3240 0.0 0.0 -0.1
C 0.4559 2.4390 -5.4055 0.0 0.0 0.0
C 2.8272 0.7284 -4.7657 0.0 0.0 0.0
C 1.0980 0.0814 -7.1503 0.0 0.0 0.0
H -3.7120 0.4898 -6.2643 0.0 0.0 0.0
H -2.0250 0.8050 -6.7003 0.0 0.0 0.0
H -2.7540 1.6501 -5.3299 0.0 0.0 0.0
H -4.4499 -0.8135 -3.5302 0.0 0.0 0.0
H -3.3906 0.4158 -2.8097 0.0 0.0 0.0
H -3.1302 -1.2808 -2.4368 0.0 0.0 0.0
H -3.7516 -2.2956 -5.8636 0.0 0.0 0.0
H -2.4683 -3.1626 -4.9893 0.0 0.0 0.0
H -2.1029 -2.3820 -6.5269 0.0 0.0 0.0
H 0.5991 2.9017 -4.4249 0.0 0.0 0.0
H -0.6027 2.5180 -5.6589 0.0 0.0 0.0
H 1.0288 3.0146 -6.1427 0.0 0.0 0.0
H 2.8829 1.2035 -3.7832 0.0 0.0 0.0
H 3.4364 1.3092 -5.4677 0.0 0.0 0.0
H 3.2628 -0.2689 -4.6706 0.0 0.0 0.0
H 0.0969 0.0437 -7.5888 0.0 0.0 0.0
H 1.5243 -0.9222 -7.2219 0.0 0.0 0.0
H 1.7101 0.7651 -7.7515 0.0 0.0 0.0